1.
Entry from OMol25: a structure of composition C24H44LiN2O16 at a distorted geometry (wB97M-V/def2-TZVPD).

Atoms and positions in Å:
C (-11.514, -76.486, 58.233)
C (-12.543, -75.542, 58.991)
N (-13.782, -75.256, 58.064)
C (-13.422, -74.496, 56.875)
C (-14.489, -76.457, 57.630)
C (-15.056, -77.339, 58.771)
C (-14.635, -74.469, 58.941)
C (-14.258, -72.974, 59.368)
O (-15.362, -72.520, 60.104)
C (-14.991, -71.412, 60.928)
H (-11.235, -76.088, 57.271)
H (-11.948, -77.614, 58.167)
H (-10.659, -76.452, 58.926)
H (-12.108, -74.447, 59.299)
H (-12.585, -76.090, 59.946)
H (-12.981, -75.411, 56.244)
H (-12.651, -73.728, 57.271)
H (-14.265, -73.884, 56.560)
H (-13.688, -77.024, 57.132)
H (-15.276, -76.249, 56.917)
H (-15.648, -78.166, 58.221)
H (-15.765, -76.950, 59.510)
H (-14.312, -77.655, 59.367)
H (-15.102, -74.738, 59.876)
H (-15.492, -74.420, 58.528)
H (-13.881, -72.357, 58.495)
H (-13.334, -73.174, 60.041)
H (-14.592, -70.506, 60.433)
H (-14.056, -71.663, 61.604)
H (-15.692, -71.136, 61.637)
Li (-12.559, -78.597, 53.771)
N (-14.648, -77.370, 54.061)
O (-15.763, -76.966, 54.526)
O (-13.594, -76.775, 54.347)
O (-14.593, -78.556, 53.618)
C (-17.677, -79.737, 52.000)
C (-16.633, -79.247, 50.909)
C (-15.363, -80.177, 50.775)
O (-15.401, -80.622, 49.448)
C (-16.597, -80.313, 48.886)
O (-16.796, -80.656, 47.786)
O (-17.313, -79.457, 49.636)
H (-17.940, -80.720, 51.806)
H (-18.675, -79.451, 52.192)
H (-17.166, -79.866, 52.983)
H (-16.388, -78.346, 51.138)
H (-15.497, -81.131, 51.325)
H (-14.599, -79.604, 51.223)
C (-16.775, -74.312, 52.442)
C (-15.718, -73.383, 53.062)
C (-14.331, -74.084, 52.895)
O (-13.720, -73.069, 52.236)
C (-14.456, -72.024, 51.902)
O (-14.060, -71.086, 51.270)
O (-15.725, -72.226, 52.262)
H (-16.991, -75.268, 53.049)
H (-16.470, -74.422, 51.445)
H (-17.709, -73.793, 52.265)
H (-15.901, -73.214, 54.042)
H (-14.275, -75.146, 52.513)
H (-13.946, -74.180, 53.688)
C (-18.194, -75.456, 56.336)
C (-19.631, -75.499, 55.720)
C (-19.465, -76.218, 54.251)
O (-20.400, -77.219, 54.367)
C (-20.831, -77.348, 55.620)
O (-21.516, -78.303, 55.982)
O (-20.477, -76.389, 56.371)
H (-18.008, -75.143, 57.414)
H (-17.413, -74.828, 55.668)
H (-17.826, -76.485, 56.469)
H (-19.925, -74.346, 55.476)
H (-18.325, -76.569, 53.993)
H (-19.962, -75.731, 53.484)
C (-17.569, -79.100, 56.507)
C (-18.013, -79.189, 57.922)
C (-19.420, -79.859, 58.103)
O (-19.266, -80.776, 59.216)
C (-18.041, -80.768, 59.572)
O (-17.629, -81.511, 60.453)
O (-17.186, -79.951, 58.898)
H (-16.523, -78.529, 56.215)
H (-18.168, -78.627, 55.820)
H (-17.614, -80.056, 56.166)
H (-17.985, -78.326, 58.338)
H (-19.797, -80.625, 57.371)
H (-20.422, -79.240, 58.169)

Its energy above the lowest of the compared OMol25 structures with the same formula, charge and spin is 39.9 kcal/mol. For the largest force on an atom, the calculation gives 12.72 eV Å⁻¹. Its frontier orbital gap is 8.14 eV. For the HOMO energy, the calculation gives -0.4518 hartree. As for the charge: +1.


2.
Entry from OMol25: a structure of composition C26H34Cl2LiN8O5P2 at a distorted geometry (wB97M-V/def2-TZVPD).

Atoms and positions in Å:
Li (-0.032, -0.514, 0.851)
Cl (4.513, -0.646, -5.185)
C (3.819, -0.428, -3.610)
C (2.468, -0.662, -3.411)
C (1.883, -0.493, -2.163)
N (0.592, -0.916, -2.001)
C (-0.348, -0.256, -1.430)
O (-1.423, -0.826, -1.046)
C (-0.122, 1.214, -1.240)
C (0.288, 2.003, -2.316)
C (0.765, 3.275, -2.062)
C (0.783, 3.724, -0.751)
C (0.293, 2.886, 0.239)
N (-0.151, 1.665, 0.004)
C (2.671, -0.056, -1.054)
C (4.031, 0.182, -1.299)
C (4.594, -0.009, -2.545)
Cl (6.295, 0.262, -2.745)
N (2.104, -0.039, 0.178)
C (2.696, 0.486, 1.243)
O (3.581, 1.347, 1.316)
C (2.191, -0.176, 2.501)
C (3.112, -0.577, 3.472)
C (2.662, -1.273, 4.577)
C (1.305, -1.549, 4.689)
C (0.466, -1.100, 3.680)
N (0.898, -0.432, 2.626)
H (1.852, -0.972, -4.242)
H (0.266, 1.599, -3.317)
H (1.136, 3.899, -2.863)
H (1.186, 4.694, -0.502)
H (0.276, 3.202, 1.274)
H (4.658, 0.520, -0.489)
H (4.156, -0.346, 3.332)
H (3.355, -1.602, 5.341)
H (0.922, -2.086, 5.546)
H (-0.601, -1.279, 3.698)
C (-4.315, -2.973, 2.569)
N (-3.487, -1.798, 2.510)
C (-3.787, -0.860, 3.564)
P (-2.769, -1.131, 1.129)
O (-1.734, -0.219, 1.592)
O (-2.434, -2.501, 0.385)
P (-0.958, -2.848, -0.285)
O (0.190, -2.286, 0.424)
N (-1.088, -3.319, -1.904)
C (-1.929, -2.734, -2.912)
C (0.179, -3.812, -2.402)
N (-0.980, -4.496, 0.236)
C (-0.417, -4.816, 1.519)
C (-2.096, -5.323, -0.133)
N (-4.005, -0.368, 0.278)
C (-3.690, 0.861, -0.413)
C (-4.950, -1.213, -0.416)
H (-4.143, -3.477, 3.527)
H (-4.041, -3.655, 1.769)
H (-5.388, -2.738, 2.503)
H (-3.618, -1.337, 4.533)
H (-4.831, -0.518, 3.534)
H (-3.123, -0.007, 3.472)
H (-2.809, -2.300, -2.448)
H (-2.248, -3.525, -3.600)
H (-1.422, -1.952, -3.486)
H (0.760, -4.174, -1.557)
H (0.754, -3.030, -2.902)
H (0.003, -4.639, -3.097)
H (0.342, -4.074, 1.745)
H (0.052, -5.806, 1.486)
H (-1.170, -4.822, 2.322)
H (-2.545, -4.915, -1.036)
H (-2.860, -5.375, 0.657)
H (-1.755, -6.343, -0.336)
H (-2.892, 1.359, 0.132)
H (-4.577, 1.500, -0.453)
H (-3.342, 0.669, -1.435)
H (-4.941, -2.208, 0.027)
H (-4.703, -1.306, -1.481)
H (-5.958, -0.793, -0.328)

Its energy above the lowest of the compared OMol25 structures with the same formula, charge and spin is 39.4 kcal/mol. For the largest force on an atom, the calculation gives 3.15 eV Å⁻¹. Its frontier orbital gap is 6.14 eV. For the HOMO energy, the calculation gives -0.1366 hartree. As for the charge: -1.


3.
Entry from OMol25: the ion C3H7N4 with charge +1 at a distorted geometry (wB97M-V/def2-TZVPD).

Atoms and positions in Å:
C (0.854, 0.652, -1.214)
C (0.259, 0.225, 0.196)
N (-0.015, 1.229, 1.047)
N (1.154, -1.042, 0.432)
N (0.414, -2.031, 0.381)
C (-0.985, -1.666, 0.290)
N (-1.072, -0.379, 0.041)
H (0.081, 1.193, -1.563)
H (1.024, -0.231, -1.846)
H (1.730, 1.255, -1.089)
H (-0.302, 0.875, 1.893)
H (0.554, 2.062, 1.069)
H (-1.899, -2.364, 0.387)
H (-1.797, 0.223, -0.025)

Its energy above the lowest of the compared OMol25 structures with the same formula, charge and spin is 76.5 kcal/mol. As for the SMILES: C[C@]1(N)N=NC=[NH+]1. For the largest force on an atom, the calculation gives 6.85 eV Å⁻¹. Its frontier orbital gap is 8.34 eV. For the HOMO energy, the calculation gives -0.5375 hartree. As for the charge: +1.


4.
Entry from OMol25: a cluster of 3 separate species, C2H7NOSi in total at a distorted geometry (wB97M-V/def2-TZVPD).

Atoms and positions in Å:
C (-2.749, 0.184, -0.055)
C (-1.705, -0.012, -0.722)
N (0.967, 0.848, 0.007)
O (2.363, -1.418, 0.065)
Si (2.264, 0.111, 0.465)
H (-3.711, 0.146, -0.517)
H (-2.567, 0.577, 0.899)
H (-1.505, -0.176, -1.850)
H (-0.519, -0.006, 0.302)
H (0.908, 1.739, 0.444)
H (2.762, -2.223, -0.316)
H (3.492, 0.229, 1.276)

Its energy above the lowest of the compared OMol25 structures with the same formula, charge and spin is 111.2 kcal/mol. For the largest force on an atom, the calculation gives 8.02 eV Å⁻¹. Its frontier orbital gap is 8.20 eV. For the HOMO energy, the calculation gives -0.2884 hartree.


5.
Entry from OMol25: a cluster of 2 separate species, C3H3BrClF3 in total at a distorted geometry (wB97M-V/def2-TZVPD).

Atoms and positions in Å:
C (1.085, 0.504, 0.556)
C (0.581, 1.346, -0.479)
C (-1.250, -1.818, -0.351)
F (-1.946, -0.665, -0.590)
F (-1.184, -2.638, -1.367)
F (-1.713, -2.421, 0.712)
Cl (2.184, 1.512, 1.639)
Br (-0.760, 2.668, -0.158)
H (1.607, -0.304, 0.235)
H (0.339, 0.135, 1.263)
H (1.057, 1.681, -1.460)

Its energy above the lowest of the compared OMol25 structures with the same formula, charge and spin is 92.1 kcal/mol. For the largest force on an atom, the calculation gives 3.45 eV Å⁻¹. Its frontier orbital gap (alpha / beta) is 9.42 / 7.63 eV. For the HOMO energy (alpha / beta), the calculation gives -0.3800 / -0.3183 hartree.


6.
Entry from OMol25: a structure of composition C3H3HgO at a distorted geometry (wB97M-V/def2-TZVPD).

Atoms and positions in Å:
C (-0.191, 0.527, -0.654)
C (1.169, 0.488, 0.135)
C (0.336, -0.663, -0.277)
H (1.239, 0.778, 1.197)
H (2.091, 0.750, -0.411)
H (0.544, -1.649, -0.702)
O (-2.512, -1.082, 0.801)
Hg (-2.676, 0.852, -0.090)

Its energy above the lowest of the compared OMol25 structures with the same formula, charge and spin is 0.0 kcal/mol. For the largest force on an atom, the calculation gives 2.35 eV Å⁻¹. The multiplicity is 3. Its frontier orbital gap (alpha / beta) is 7.17 / 6.22 eV. For the HOMO energy (alpha / beta), the calculation gives -0.1119 / -0.1260 hartree. As for the charge: -1.


> Among the records above, which one has the lowest energy above the lowest of the compared OMol25 structures with the same formula, charge and spin?

C3H3HgO